# 1
44
Properties=species:S:1:pos:R:3:forces:R:3 method="wB97M-V/def2-TZVPD" energy_ha=-4303.366787 total_charge=+4 max_force_ev_per_a=0.741 homo_lumo_gap_ha="0.228 / 0.228" multiplicity=1
W -0.004733 0.317233 -0.152304 0.186 -0.684 0.216
C -0.724522 -2.470186 -2.486100 -0.046 -0.032 -0.091
P -1.229068 -0.769903 -2.216193 0.162 -0.004 0.041
C -0.734910 0.260702 -3.618702 0.011 0.032 0.029
C -3.002823 -0.685048 -1.890993 -0.036 0.046 0.087
C -3.426458 0.729485 -1.495181 0.102 0.039 0.023
P -2.375028 1.445894 -0.184619 0.101 0.214 -0.151
C -3.150308 1.225295 1.424450 0.029 -0.086 0.034
C -2.071865 3.190154 -0.534283 -0.058 0.068 0.089
H -1.248119 -2.826147 -3.382486 -0.023 0.044 0.000
H -1.014387 -3.109454 -1.651009 0.027 0.008 0.018
H 0.346372 -2.532447 -2.681437 0.004 -0.011 0.022
H -1.478172 0.128403 -4.414401 -0.005 -0.051 0.006
H 0.232786 -0.082414 -3.991427 0.019 0.027 0.016
H -0.678232 1.327724 -3.392741 -0.020 0.003 0.004
H -3.233817 -1.419073 -1.111993 -0.010 -0.002 -0.010
H -3.532567 -1.012640 -2.792873 0.011 -0.010 -0.007
H -4.450803 0.724286 -1.110253 -0.020 0.044 -0.023
H -3.405323 1.417920 -2.343890 -0.002 -0.022 -0.021
H -4.056955 1.842377 1.426792 -0.001 -0.001 -0.046
H -2.495952 1.554528 2.230727 0.003 0.004 0.002
H -3.439904 0.183513 1.576529 0.010 0.001 0.030
H -3.038389 3.687477 -0.676856 -0.037 -0.061 0.008
H -1.485842 3.321593 -1.445373 -0.001 0.015 0.003
H -1.577436 3.671140 0.311262 0.024 -0.015 -0.016
O 2.202989 2.797880 2.294459 -0.013 -0.053 -0.103
As 1.785183 1.378969 1.531905 -0.144 -0.065 0.141
O 0.071196 0.869345 1.688532 -0.136 0.212 0.140
O 1.317065 1.613253 -0.238648 -0.208 -0.172 -0.063
C 2.867549 -0.099997 1.950429 -0.006 0.178 0.004
C 3.893224 0.167054 2.846392 -0.015 0.013 -0.023
C 4.645189 -0.894536 3.376986 0.001 -0.062 -0.010
C 4.357149 -2.193959 3.022031 0.029 0.050 0.025
C 3.334217 -2.474238 2.094029 -0.012 -0.019 -0.028
C 2.584699 -1.448823 1.558249 -0.121 -0.082 -0.126
S 1.468568 -1.929259 0.284579 0.258 0.105 0.049
O 1.559017 -3.274023 -0.077692 -0.058 0.005 -0.024
O 1.595061 -0.838292 -0.789531 -0.022 -0.156 -0.282
O -0.000565 -1.460095 0.670088 0.013 0.470 -0.019
H 1.936459 3.675516 1.947614 0.003 0.013 0.035
H 4.119855 1.180782 3.159103 -0.004 0.000 0.005
H 5.447741 -0.673918 4.070685 0.000 -0.009 0.005
H 4.929056 -3.017441 3.433342 0.006 0.005 0.004
H 3.162804 -3.498628 1.780803 -0.004 0.002 0.005

***

# 2
18
Properties=species:S:1:pos:R:3:forces:R:3 method="wB97M-V/def2-TZVPD" energy_ha=-576.483034 smiles="C=C1P(C)C1(C)C" max_force_ev_per_a=3.973 homo_lumo_gap_ha=0.334 multiplicity=1
C 0.484586 1.169368 0.026180 -1.823 -3.259 1.358
C 0.385327 2.290605 -0.633845 -0.049 0.366 -0.219
C -0.520404 -0.190749 0.465328 2.188 2.925 -0.872
C -1.053161 -1.007481 -0.682797 0.130 -0.029 -0.035
C -1.489429 0.123473 1.573074 0.194 -0.058 0.026
C 2.123295 -1.052822 -0.431179 -0.129 0.151 0.290
P 1.290256 -0.132569 0.955423 -0.232 0.034 -0.491
H 1.232133 2.947627 -0.773194 0.172 0.068 -0.017
H -0.548249 2.614473 -1.071755 -0.167 0.036 -0.043
H -2.137913 -0.903998 -0.721135 -0.047 -0.019 -0.073
H -0.818522 -2.066994 -0.560366 -0.083 -0.072 -0.027
H -0.654431 -0.676976 -1.640814 -0.005 -0.067 0.003
H -1.886497 -0.799602 1.996750 -0.062 -0.074 0.091
H -2.324089 0.717389 1.201231 -0.088 0.038 -0.016
H -0.996577 0.681181 2.367018 -0.063 0.048 0.106
H 3.160492 -0.722640 -0.480009 0.015 -0.016 -0.025
H 1.641420 -0.872475 -1.387827 0.017 -0.025 -0.040
H 2.111764 -2.117802 -0.202078 0.032 -0.047 -0.014

***

# 3
60
Properties=species:S:1:pos:R:3:forces:R:3 method="wB97M-V/def2-TZVPD" energy_ha=-11961.837918 total_charge=+1 max_force_ev_per_a=4.832 homo_lumo_gap_ha=0.256 multiplicity=1
Na -2.584368 -3.059284 0.899946 0.622 -0.621 0.756
Na -4.653545 -4.576516 3.512185 0.981 -0.240 0.696
C -1.497519 -5.480610 3.219846 0.652 -1.530 0.320
O -2.206246 -4.391564 2.822363 -1.845 1.580 -1.055
H -0.946507 -5.994559 2.402428 -0.096 0.192 0.071
H -0.722159 -5.291052 3.995439 -0.234 0.285 -0.175
H -2.121690 -6.293366 3.665375 0.065 0.193 -0.088
C 2.649284 -5.524398 6.583324 -0.666 -0.166 0.737
C 2.876663 -5.246649 5.112507 -0.273 -0.749 0.677
C 4.171889 -4.556284 4.751777 0.022 0.107 -0.486
O 4.807136 -5.452740 3.830509 1.018 1.859 0.186
C 4.176261 -6.599997 3.770985 -1.368 2.275 2.082
O 4.571144 -7.551026 3.270793 1.370 -3.937 -2.443
O 3.028739 -6.531776 4.461279 -1.507 0.324 0.419
H 2.360369 -4.664878 7.200702 0.388 0.274 -0.453
H 3.486123 -6.019714 7.078632 0.097 0.028 -0.240
H 1.773186 -6.173795 6.696619 0.224 -0.147 -0.203
H 2.003873 -4.704826 4.738207 0.067 -0.303 -0.390
H 4.809131 -4.414609 5.621232 0.151 0.155 -0.096
H 3.955298 -3.633810 4.222628 0.380 0.236 0.125
Br -2.029022 -9.117013 -1.049217 0.307 -0.090 0.258
C -2.260239 -8.555643 0.805728 -1.321 1.028 -0.681
C -2.720762 -9.607092 1.767559 1.059 -0.773 0.242
Br -4.213206 -10.650170 1.133280 -0.224 0.109 0.045
H -3.065598 -7.817945 0.721794 0.113 -0.024 -0.033
H -1.378760 -7.987427 1.073121 0.322 -0.432 0.371
H -2.997483 -9.182258 2.724141 -0.130 0.254 0.046
H -1.929360 -10.319925 1.988025 -0.009 -0.063 -0.110
Br 2.940014 -6.378066 0.131527 0.001 0.124 0.030
C 1.681756 -7.681932 0.878326 0.481 0.308 -0.551
C 2.322418 -9.032711 0.799780 0.175 -0.359 0.053
Br 1.387045 -10.279130 1.965314 -0.159 -0.057 -0.099
H 0.845331 -7.621753 0.194411 -0.404 -0.004 0.300
H 1.477098 -7.345584 1.882475 -0.176 -0.032 0.183
H 3.354793 -9.044287 1.123698 0.057 0.133 0.175
H 2.258460 -9.431321 -0.204833 -0.002 -0.089 -0.080
C -2.778907 -11.798439 6.630976 -0.318 -0.800 -0.797
O -1.509021 -11.201030 6.860303 -0.430 -1.002 1.739
C -1.075472 -10.399181 5.938400 1.649 0.267 1.560
O -1.655313 -10.120149 4.959662 -1.486 1.133 -3.238
O 0.110537 -9.930627 6.315856 0.451 0.313 0.008
C 0.764922 -9.008915 5.426797 0.528 -0.240 0.155
H -2.621912 -12.833244 6.310786 0.062 0.118 0.053
H -3.290836 -11.286048 5.817962 -0.083 0.047 0.217
H -3.384530 -11.830057 7.528689 0.245 0.349 0.273
H 0.645284 -7.980740 5.764078 -0.312 -0.023 0.056
H 0.441910 -9.132855 4.405386 -0.303 0.036 -0.146
H 1.829165 -9.236328 5.461540 -0.052 -0.069 0.109
C -7.036874 -4.839965 7.223584 -0.339 -0.320 -1.102
O -5.862317 -5.507446 7.687402 -1.224 -0.068 1.414
C -4.759519 -5.428609 7.017828 0.052 -0.871 1.760
O -4.657054 -4.949692 5.945206 0.304 1.608 -4.250
O -3.778798 -5.955200 7.692476 0.432 -0.645 0.713
C -2.572068 -6.247607 6.979774 0.003 -0.092 -0.532
H -7.631577 -5.509555 6.584996 0.264 -0.095 0.273
H -6.803539 -3.982492 6.589747 0.166 0.126 0.444
H -7.644478 -4.585237 8.079416 0.177 0.167 0.221
H -2.117111 -5.343177 6.579472 0.075 0.046 0.239
H -2.764214 -6.914619 6.135672 -0.176 0.012 0.085
H -1.942234 -6.773911 7.682173 0.179 0.156 0.158

***

# 4
76
Properties=species:S:1:pos:R:3:forces:R:3 method="wB97M-V/def2-TZVPD" energy_ha=-2322.317142 total_charge=-1 max_force_ev_per_a=3.012 homo_lumo_gap_ha=0.225 multiplicity=1
Ba -0.501713 0.264494 1.023887 -2.574 1.342 0.803
C 3.093135 0.794893 -0.993761 0.035 0.296 -0.239
C 2.473177 0.687193 0.365643 -0.008 0.445 0.519
N 1.800735 -0.329662 0.844899 1.500 -0.754 -0.112
N 1.239125 -1.426287 0.441246 0.796 -0.536 -0.713
C 0.989911 -1.956317 -0.974157 -0.133 0.319 0.408
N 1.264780 -3.399262 -0.935241 -0.134 -0.049 0.115
S -0.856889 -1.755459 -1.198828 0.444 -0.100 -0.275
C 2.630222 1.789344 1.381942 -0.105 -0.781 -0.814
C 3.733939 2.646365 1.380934 0.072 0.233 0.222
C 3.845261 3.606350 2.371959 0.145 -0.069 -0.213
C 2.859119 3.710563 3.339636 -0.173 -0.031 0.109
C 1.777700 2.846292 3.249733 0.027 0.051 -0.143
N 1.649432 1.929650 2.296688 0.069 -0.125 -0.077
H 2.340245 0.720837 -1.784718 0.015 -0.064 0.129
H 3.858939 0.037397 -1.187424 -0.050 -0.052 0.053
H 3.550910 1.776992 -1.135384 0.029 -0.033 0.037
H 2.241255 -3.527978 -0.680858 -0.010 0.013 0.016
H 0.699154 -3.771060 -0.175705 -0.005 -0.045 -0.043
H 4.512585 2.537795 0.639308 -0.003 -0.027 -0.015
H 4.710363 4.259536 2.387383 -0.020 0.017 0.037
H 2.902056 4.444046 4.132783 0.043 0.015 -0.010
H 0.955225 2.908773 3.954781 -0.008 -0.009 0.016
C 4.671890 -1.690933 -4.271668 0.188 -0.001 -0.168
C 3.210394 -1.991481 -4.007639 -0.032 0.078 0.255
C 2.840836 -3.360194 -4.559251 -0.014 -0.134 -0.146
O 3.013655 -2.069125 -2.583286 -0.038 0.104 -0.128
B 1.760580 -1.542187 -2.297602 0.093 0.065 0.060
O 1.282463 -0.795221 -3.352355 0.064 -0.192 -0.023
C 2.232461 -0.844531 -4.436951 -0.238 -0.172 0.159
C 1.439730 -1.131010 -5.701560 0.036 0.065 -0.149
C 2.896855 0.514182 -4.541099 0.115 0.296 -0.082
H 5.284768 -2.534325 -3.952121 -0.021 -0.002 0.050
H 5.001874 -0.803256 -3.734656 -0.014 -0.047 0.032
H 4.856720 -1.531114 -5.337669 -0.047 -0.026 0.004
H 3.504289 -4.098716 -4.108068 -0.011 -0.008 0.001
H 2.948210 -3.413785 -5.644860 0.046 0.042 0.007
H 1.819720 -3.636292 -4.296974 -0.027 0.072 0.061
H 0.833433 -2.025049 -5.585706 -0.021 -0.040 0.012
H 2.092412 -1.251274 -6.570767 0.038 -0.016 0.055
H 0.768626 -0.294612 -5.903036 0.005 0.006 0.046
H 3.516683 0.748849 -3.676302 -0.075 -0.057 0.001
H 2.119855 1.276857 -4.613159 -0.012 -0.016 0.003
H 3.522173 0.580491 -5.434734 -0.010 -0.021 0.010
C -4.191673 1.121748 -0.203435 -0.341 -0.415 0.154
S -3.157464 2.109731 -1.245129 0.787 0.413 0.588
C -2.971732 0.977888 -2.599118 0.128 -0.252 -0.159
O -1.827102 2.132838 -0.516642 -0.434 0.151 -0.535
H -5.199187 1.081121 -0.620524 -0.002 0.027 0.040
H -4.194868 1.589079 0.781422 -0.019 0.026 -0.018
H -3.783169 0.112082 -0.116587 0.054 0.034 -0.038
H -3.958132 0.626743 -2.902328 0.000 -0.010 -0.033
H -2.326126 0.150825 -2.272863 -0.055 0.000 -0.032
H -2.498576 1.513643 -3.419797 0.018 -0.006 -0.004
C -4.889362 -1.800722 4.550283 -0.037 0.054 0.060
N -3.571431 -2.034748 4.000642 0.107 0.078 0.095
C -3.618091 -2.043815 2.551373 0.032 0.016 -0.100
C -2.554566 -1.118074 4.556700 -0.039 -0.094 -0.019
C -2.779242 0.369426 4.331668 0.064 -0.218 -0.259
C -3.435023 1.096386 5.322253 -0.011 0.100 -0.045
C -3.698725 2.452091 5.150272 -0.006 -0.044 0.050
C -3.291492 3.066541 3.976410 0.003 -0.096 0.016
C -2.629409 2.316457 3.001823 -0.019 0.007 -0.054
C -2.336106 0.942106 3.111930 -0.206 0.149 0.423
H -5.571959 -2.585704 4.214947 0.026 -0.012 -0.016
H -5.319555 -0.828285 4.261514 0.010 0.010 -0.036
H -4.851698 -1.826546 5.642071 0.039 -0.027 0.000
H -4.294250 -2.833946 2.213455 -0.031 0.011 0.054
H -2.635176 -2.260456 2.127396 0.033 0.016 0.081
H -3.959890 -1.087006 2.130129 -0.017 0.021 -0.023
H -1.596780 -1.405500 4.115671 -0.019 0.013 -0.065
H -2.483308 -1.340853 5.627825 -0.099 0.028 0.013
H -3.738902 0.604654 6.242983 -0.016 -0.008 0.025
H -4.208755 3.016197 5.923587 0.006 -0.001 0.004
H -3.483311 4.125051 3.826584 0.014 0.008 -0.026
H -2.331233 2.859281 2.100201 0.051 -0.031 -0.008